(1)
C3H4OS | ωB97M-V with the def2-TZVPD basis set

Each atom is followed by the atoms it is bonded to, with distances in Å.
Cartesian coordinates (Å):
1 O -1.53099 -1.55610 -0.09377  C2 1.188
2 C -0.91213 -0.54263 -0.04674  O1 1.188, C3 1.470, C4 1.443
3 C -0.65279 0.80220 -0.58109  C2 1.470, C4 1.516, H6 1.081, H7 1.082
4 C 0.15829 0.21355 0.55677  C2 1.443, C3 1.516, S5 2.169, H8 1.070
5 S 2.09379 -0.48190 -0.13087  C4 2.169, H9 1.331
6 H -0.18598 0.87126 -1.55354  C3 1.081
7 H -1.32272 1.62467 -0.36622  C3 1.082
8 H 0.29020 0.61025 1.54159  C4 1.070
9 H 2.06234 -1.54130 0.67387  S5 1.331

Its structure (SMILES) is O=C1C[C@@H]1S. Its energy above the lowest of the compared OMol25 structures with the same formula, charge and spin is 55.31 kcal per mole.


(2)
C3H4OS | ωB97M-V with the def2-TZVPD basis set

Each atom is followed by the atoms it is bonded to, with distances in Å.
Cartesian coordinates (Å):
1 O 2.19171 -0.83613 -0.01909  C2 1.161
2 C 1.03390 -0.79019 -0.08803  O1 1.161, C3 1.536, H6 1.092
3 C 0.27591 0.51308 0.20762  C2 1.536, C4 1.452, H7 1.064, H8 1.094
4 C -1.09338 0.36128 -0.25209  C3 1.452, S5 1.675, H9 1.073
5 S -2.25066 -0.80469 0.07481  C4 1.675
6 H 0.40521 -1.65562 -0.30932  C2 1.092
7 H 0.34596 0.58721 1.26700  C3 1.064
8 H 0.69554 1.46993 -0.11807  C3 1.094
9 H -1.60419 1.15513 -0.76283  C4 1.073

Its structure (SMILES) is O=CCC=S. Its energy above the lowest of the compared OMol25 structures with the same formula, charge and spin is 30.31 kcal per mole.


(3)
C3H4OS | ωB97M-V with the def2-TZVPD basis set

Each atom is followed by the atoms it is bonded to, with distances in Å.
Cartesian coordinates (Å):
1 C -0.40674 -0.50001 -0.17993  C2 1.451, C3 1.493, S5 1.871
2 C 1.01679 -0.74955 -0.05067  C1 1.451, C3 1.555, H6 1.037, H7 1.005
3 C 0.45747 0.69866 0.03255  C1 1.493, C2 1.555, H8 1.143, H9 1.158
4 O -2.61581 0.86629 0.03803  S5 1.451
5 S -2.27305 -0.54111 -0.04952  C1 1.871, O4 1.451
6 H 1.23980 -1.17810 0.86702  C2 1.037
7 H 1.55635 -1.05379 -0.84167  C2 1.005
8 H 0.45826 1.33117 -0.91930  C3 1.143
9 H 0.56693 1.12644 1.10349  C3 1.158

Its energy above the lowest of the compared OMol25 structures with the same formula, charge and spin is 89.01 kcal per mole.


> Which of these has the highest energy above the lowest of the compared OMol25 structures with the same formula, charge and spin?

number 3


> What is the energy above the lowest of the compared OMol25 structures with the same formula, charge and spin in the third record?

89.01 kcal per mole


> Number 3 is which compound?

C3H4OS


> Which of these has the lowest energy above the lowest of the compared OMol25 structures with the same formula, charge and spin?

number 2